1 | Here is an isolated molecule of C21H30N2O2 from the Open Molecules 2025 dataset. Energies are from wB97M-V/def2-TZVPD.

Geometry as XYZ:
```
55
Properties=species:S:1:pos:R:3:nbo_charge:R:1
C 3.1751 -2.6912 -1.6797 -0.65
C 2.4818 -3.0250 -0.3967 0.11
C 1.7757 -4.2108 -0.2384 -0.26
C 1.1058 -4.4795 0.9395 -0.15
C 1.1164 -3.5591 1.9859 -0.20
C 1.8659 -2.3901 1.8474 -0.13
C 2.5373 -2.1331 0.6713 -0.24
H 3.0927 -1.2141 0.5603 0.22
H 1.9305 -1.6888 2.6622 0.21
C 0.2674 -3.8263 3.1640 0.58
O 0.0082 -4.9411 3.5597 -0.54
C -0.3289 -2.5884 3.8341 -0.32
N -0.5422 -1.5401 2.8678 -0.45
C -0.6664 -0.1983 3.3835 -0.21
C -0.4263 0.7826 2.2377 -0.41
H -0.4984 1.8108 2.5974 0.21
C -1.4410 0.5444 1.1169 -0.04
N -1.1940 1.4285 -0.0133 -0.62
C -0.0642 1.4398 -0.7537 0.70
O 0.8919 0.7216 -0.5408 -0.64
C -0.0732 2.4444 -1.9029 -0.31
C -1.1677 2.1269 -2.9261 -0.39
C -1.0898 3.1023 -4.0979 -0.40
C -1.2214 4.5409 -3.6063 -0.40
C -0.1369 4.8565 -2.5803 -0.40
C -0.2131 3.8857 -1.4046 -0.39
H 0.5808 4.1034 -0.6871 0.22
H -1.1704 4.0194 -0.8942 0.19
H 0.8437 4.7749 -3.0537 0.20
H -0.2507 5.8813 -2.2208 0.21
H -1.1456 5.2295 -4.4500 0.21
H -2.2048 4.6804 -3.1502 0.19
H -0.1317 2.9801 -4.6071 0.20
H -1.8815 2.8798 -4.8164 0.21
H -1.0485 1.1018 -3.2832 0.22
H -2.1544 2.2060 -2.4622 0.19
H 0.8994 2.3429 -2.3957 0.22
H -1.9355 2.0542 -0.2777 0.40
C -1.3885 -0.9251 0.6923 -0.42
C -1.5827 -1.8258 1.9070 -0.22
H -1.5056 -2.8714 1.6026 0.21
H -2.5903 -1.6679 2.3386 0.16
H -2.1558 -1.1278 -0.0570 0.21
H -0.4083 -1.1248 0.2603 0.24
H -2.4472 0.7775 1.4866 0.19
H 0.5702 0.6167 1.8303 0.24
H 0.0865 -0.0428 4.1599 0.20
H -1.6618 -0.0142 3.8324 0.16
H 0.3950 -2.2434 4.5797 0.22
H -1.2425 -2.8944 4.3739 0.20
H 0.5396 -5.3921 1.0567 0.23
H 1.7387 -4.9245 -1.0495 0.21
H 2.9453 -3.4191 -2.4538 0.21
H 2.8667 -1.7028 -2.0166 0.23
H 4.2546 -2.6700 -1.5320 0.22
```

The value obtained for the gap between HOMO and LUMO is 0.3268 hartree. Its total charge is 0. The LUMO energy is 0.6 eV.

2 | Here is an isolated molecule of C21H30N2O2 from the Open Molecules 2025 dataset. Energies are from wB97M-V/def2-TZVPD.

Geometry as XYZ:
```
55
Properties=species:S:1:pos:R:3:nbo_charge:R:1
C 4.9590 -6.7711 0.2288 -0.63
C 4.3961 -5.4348 -0.1485 -0.01
C 3.8860 -5.2082 -1.4204 -0.22
C 3.3917 -3.9663 -1.7751 -0.17
C 3.3791 -2.9279 -0.8535 -0.15
C 3.8976 -3.1443 0.4190 -0.13
C 4.4007 -4.3845 0.7627 -0.23
H 4.8041 -4.5417 1.7530 0.21
H 3.9133 -2.3351 1.1350 0.21
C 2.9112 -1.5705 -1.2722 0.66
O 3.4749 -0.9568 -2.1633 -0.63
N 1.8704 -1.0505 -0.5808 -0.43
C 0.9852 -1.7839 0.2924 -0.23
H 1.4059 -2.7657 0.5090 0.22
C -0.3933 -1.9473 -0.3568 -0.39
H -1.0607 -2.4290 0.3583 0.22
C -0.9807 -0.5978 -0.7809 -0.31
C -1.3752 0.2488 0.4326 0.69
O -1.0787 -0.0224 1.5779 -0.64
N -2.1067 1.3346 0.1077 -0.62
H -2.3202 1.5229 -0.8588 0.39
C -2.5350 2.3277 1.0776 -0.06
C -4.0283 2.6220 0.8914 -0.41
H -4.4530 2.9232 1.8497 0.21
C -4.3652 3.6926 -0.1488 -0.41
C -4.3768 5.1037 0.4383 -0.39
C -2.9938 5.6750 0.7380 -0.39
C -2.1364 4.8111 1.6619 -0.41
H -2.6983 4.5450 2.5577 0.20
C -1.6104 3.5494 0.9771 -0.41
H -0.6527 3.2649 1.4177 0.22
H -1.4229 3.7715 -0.0766 0.19
H -1.2806 5.4106 1.9802 0.21
H -3.1257 6.6577 1.1975 0.21
H -2.4549 5.8267 -0.2008 0.19
H -4.9706 5.0962 1.3555 0.19
H -4.8755 5.7744 -0.2661 0.21
H -3.6708 3.6467 -0.9894 0.19
H -5.3635 3.4856 -0.5420 0.21
H -4.5074 1.6792 0.6156 0.22
H -2.3932 1.8526 2.0544 0.23
C 0.0372 0.1498 -1.6543 -0.40
C 1.3749 0.2635 -0.9250 -0.23
H 2.1209 0.7424 -1.5622 0.25
H 1.2517 0.8430 -0.0035 0.20
H -0.3219 1.1476 -1.9125 0.21
H 0.1896 -0.4068 -2.5818 0.22
H -1.8929 -0.7749 -1.3640 0.22
H -0.3032 -2.5878 -1.2375 0.20
H 0.8700 -1.2287 1.2279 0.23
H 3.0107 -3.7947 -2.7711 0.22
H 3.8817 -6.0113 -2.1437 0.21
H 4.5428 -7.5593 -0.3940 0.22
H 4.7526 -6.9978 1.2726 0.22
H 6.0412 -6.7689 0.0942 0.22
```

The value obtained for the gap between HOMO and LUMO is 0.3514 hartree. Its total charge is 0. The LUMO energy is 0.7 eV.

Which of them is most stable, and which least? Most stable: 2; least stable: 1.

1 | Here is an isolated ion of composition CH3NO4S and charge -2 from the Open Molecules 2025 dataset. Energies are from wB97M-V/def2-TZVPD.

Geometry as XYZ:
```
10
Properties=species:S:1:pos:R:3:nbo_charge:R:1
C 0.1683 -0.8755 0.4616 -0.54
N -1.0126 0.1948 -0.0182 -0.35
O -2.0985 -0.4908 -0.4585 -0.90
O 2.4311 -1.2565 -1.0211 -1.08
O 1.9988 1.0389 -0.2625 -1.03
O 2.6403 -0.7374 1.3235 -1.09
S 1.9038 -0.3527 0.0693 2.32
H 0.3380 -0.8688 1.5295 0.18
H -0.0255 -1.9362 0.1990 0.19
H -0.7014 0.6044 -0.8659 0.29
```

The value obtained for the gap between HOMO and LUMO is 0.1746 hartree. Its total charge is -2. The LUMO energy is 6.7 eV.

2 | Here is a 2-piece molecular cluster, CH3NO4S overall from the Open Molecules 2025 dataset. Energies are from wB97M-V/def2-TZVPD.

Geometry as XYZ:
```
10
Properties=species:S:1:pos:R:3:nbo_charge:R:1
C -0.4259 -0.2091 0.0377 -0.86
N 1.7202 1.0279 -0.4832 -0.27
O 2.6954 0.9031 0.3597 -0.60
O -2.5749 0.7433 -1.3062 -1.08
O -2.9323 -0.7644 0.5329 -1.08
O -2.0904 1.4222 0.9892 -1.08
S -2.1180 0.3335 0.0464 2.37
H -0.4215 -1.2961 -0.3325 0.16
H 0.0406 -0.1318 1.0188 0.18
H 0.8793 1.5934 -0.0730 0.27
```

The value obtained for the gap between HOMO and LUMO (spin up / spin down) is 0.2359 / 0.1966 hartree. Its total charge is -2. The LUMO energy (spin up / spin down) is 6.8 / 6.8 eV.

Which of them is most stable, and which least? Most stable: 1; least stable: 2.

1 | Here is a 2-piece molecular cluster, C7H10O3 overall from the Open Molecules 2025 dataset. Energies are from wB97M-V/def2-TZVPD.

Geometry as XYZ:
```
20
Properties=species:S:1:pos:R:3:nbo_charge:R:1
O 0.1029 -2.1010 0.1411 -0.60
C 0.4531 -1.0441 0.6977 0.66
C 1.4966 -0.7422 1.7584 -0.51
C 0.9946 0.7208 1.6253 -0.21
C 1.3087 1.1608 0.2015 -0.30
C -0.0146 1.1509 -0.1913 0.14
C -0.8650 1.7495 -1.2470 -0.11
O -0.6782 0.6347 -2.0964 -0.77
C -0.3512 0.2337 0.9799 -0.37
H -0.8175 -2.4148 -1.3309 0.52
H 1.2598 -1.2356 2.7123 0.23
H 2.5428 -0.9416 1.4911 0.23
H 1.0336 1.4033 2.4795 0.23
H 2.2258 1.5038 -0.2818 0.22
H -1.9116 1.8788 -0.9291 0.18
H -0.3862 2.6336 -1.6867 0.20
H -1.3359 0.1945 1.4601 0.23
H -1.0879 -0.3962 -1.9065 0.53
O -1.5576 -2.1857 -2.1588 -0.98
H -2.4123 -2.2031 -1.7185 0.47
```

The value obtained for the gap between HOMO and LUMO is 0.3237 hartree. Its total charge is 0. The LUMO energy is 0.4 eV.

2 | Here is an isolated molecule of C7H10O3 from the Open Molecules 2025 dataset. Energies are from wB97M-V/def2-TZVPD.

Geometry as XYZ:
```
20
Properties=species:S:1:pos:R:3:nbo_charge:R:1
C 1.0622 -0.3933 -1.2909 0.23
C -0.0320 0.1970 -0.3305 0.26
C -0.3865 0.8517 -2.4716 0.95
C 2.1607 -1.3323 -1.0007 -0.69
C -0.4085 1.3285 1.7362 -0.60
C -1.7951 -0.5826 1.1779 -0.59
C -0.3507 -0.0275 1.1120 -0.28
O -0.7875 1.4315 -3.4377 -0.58
O 0.7147 0.0509 -2.5183 -0.46
O -0.8079 0.9169 -1.2022 -0.47
H 2.0203 -2.3971 -1.0026 0.23
H 2.6997 -1.1173 -0.0533 0.24
H 3.0934 -1.0349 -1.6685 0.24
H -0.9797 2.0194 1.2752 0.22
H 0.4704 1.7883 1.8580 0.21
H -0.6688 1.2937 2.7225 0.21
H -2.4609 0.1379 1.3872 0.21
H -1.8886 -1.1398 2.0575 0.21
H -2.0315 -1.1461 0.3424 0.21
H 0.3763 -0.8449 1.3072 0.24
```

The value obtained for the gap between HOMO and LUMO is 0.3185 hartree. Its total charge is 0. The LUMO energy is 0.7 eV.

Which of them is most stable, and which least? Most stable: 2; least stable: 1.

1 | Here is an isolated molecule of C7H10O3 from the Open Molecules 2025 dataset. Energies are from wB97M-V/def2-TZVPD.

Geometry as XYZ:
```
20
Properties=species:S:1:pos:R:3:nbo_charge:R:1
C 2.1797 -0.7251 0.5497 0.53
C 0.9957 -0.9185 1.4016 -0.51
C -0.1047 -0.9481 0.3876 -0.24
C 0.3088 -0.1605 -0.8497 -0.27
C -0.6888 0.4064 0.0911 -0.27
C 2.1840 0.5769 -0.1964 0.53
C -2.1985 0.4274 -0.3747 -0.60
O 3.0184 -1.6097 0.2750 -0.57
O 3.1142 0.6427 -1.2295 -0.72
O 1.9501 1.8242 0.3024 -0.68
H 1.0311 -1.8517 1.8997 0.24
H 0.8834 -0.2222 2.1239 0.23
H -0.7053 -1.8667 0.3767 0.22
H 0.1418 -0.2857 -1.9998 0.24
H -0.3451 1.2111 0.8343 0.23
H -2.8832 0.9466 0.3462 0.22
H -2.5863 -0.6881 -0.3530 0.21
H -2.2728 0.9101 -1.3110 0.21
H 3.5519 -0.2056 -1.3528 0.51
H 2.1660 2.4067 -0.4940 0.50
```

The value obtained for the gap between HOMO and LUMO is 0.3317 hartree. Its total charge is 0. The LUMO energy is 0.6 eV.

2 | Here is an isolated molecule of C7H10O3 from the Open Molecules 2025 dataset. Energies are from wB97M-V/def2-TZVPD.

Geometry as XYZ:
```
20
Properties=species:S:1:pos:R:3:nbo_charge:R:1
C -1.6524 0.3294 1.2400 0.77
C -0.2932 -1.5645 1.4124 -0.07
C 0.5939 -0.4435 0.8950 -0.28
C -0.2750 0.7454 0.7418 0.13
C 0.2813 0.1045 -0.5111 -0.04
C -0.4807 -0.5064 -1.6603 -0.61
C 1.5514 0.7101 -1.2727 -0.61
O -2.4939 1.1377 1.4859 -0.56
O -1.6517 -0.9902 1.6404 -0.49
O 0.1668 1.9328 1.2252 -0.67
H -0.3894 -2.4504 0.7471 0.19
H 0.1036 -1.9363 2.3552 0.20
H 1.6776 -0.4019 1.0379 0.25
H -0.8084 0.2842 -2.4256 0.21
H -1.3629 -0.9519 -1.4840 0.21
H 0.2371 -1.1442 -2.2186 0.21
H 1.7933 1.7048 -0.8514 0.23
H 1.2040 0.9529 -2.2514 0.22
H 2.3620 -0.0942 -1.1444 0.22
H -0.5634 2.5817 1.0387 0.49
```

The value obtained for the gap between HOMO and LUMO is 0.3859 hartree. Its total charge is 0. The LUMO energy is 0.7 eV.

Which of them is most stable, and which least? Most stable: 2; least stable: 1.